[1]
A cluster of 2 separate species, CH3NO2S in total. Source: OMol25; level of theory: the ωB97M-V functional and the def2-TZVPD basis.

Summary:
HOMO level (alpha / beta) in eV: -7.92 / -7.87
Kohn-Sham gap (alpha / beta) in eV: 6.99 / 6.88
Lowest unoccupied orbital energy (alpha / beta) in Eh: -0.034 / -0.037
Energy relative to the best compared isomer or geometry (same formula, charge and spin) in eV: 3.505

XYZ file:
```
8
Properties=species:S:1:pos:R:3:forces:R:3:mulliken_charge:R:1
H 0.4598 -0.0185 1.4802 1.132 0.827 0.547 0.257
O -0.0595 2.4323 -2.1462 -1.041 -2.669 0.947 -0.146
H 0.2169 -1.7931 1.6196 0.031 0.099 0.181 0.273
N -0.5133 1.4341 -1.8082 1.982 1.697 -0.097 0.397
H -1.1324 -0.6240 1.2963 0.538 -0.458 -0.083 0.242
O 0.7808 0.4365 -0.9324 -0.294 2.636 -1.468 -0.432
S 0.3064 -1.0044 -0.6397 -0.448 -1.460 0.690 0.121
C -0.0587 -0.8629 1.1304 -1.900 -0.674 -0.716 -0.713
```
Forces are in eV/Å.

[2]
A structure of composition CHN4O. Source: OMol25; level of theory: the ωB97M-V functional and the def2-TZVPD basis.

Summary:
HOMO level in eV: -2.59
Kohn-Sham gap in eV: 7.32
Lowest unoccupied orbital energy in Eh: 0.174
Net charge: -1
Energy relative to the best compared isomer or geometry (same formula, charge and spin) in eV: 2.755

XYZ file:
```
7
Properties=species:S:1:pos:R:3:forces:R:3:mulliken_charge:R:1
N -0.0432 -1.5156 1.0197 0.223 -0.895 0.569 -0.609
H 0.5852 0.1449 -0.2263 0.136 0.258 -0.241 0.289
N -2.6283 -1.1734 1.4253 -0.376 -0.203 0.162 -0.633
O -1.6832 1.3914 -0.6503 -0.422 1.027 -0.699 -0.826
N -2.4285 -0.2615 0.7290 -0.906 -0.900 0.862 0.336
N -1.5962 0.3671 0.1185 1.472 0.503 -0.572 0.387
C 0.0322 -0.5560 0.3615 -0.126 0.209 -0.081 0.055
```
Forces are in eV/Å.

[3]
A structure of composition C47H50ClMoN10O3. Source: OMol25; level of theory: the ωB97M-V functional and the def2-TZVPD basis.

Summary:
HOMO level (alpha / beta) in eV: -13.96 / -13.96
Kohn-Sham gap (alpha / beta) in eV: 4.00 / 4.00
Lowest unoccupied orbital energy (alpha / beta) in Eh: -0.366 / -0.366
Net charge: +3

XYZ file:
```
112
Properties=species:S:1:pos:R:3:forces:R:3:mulliken_charge:R:1
C -1.8977 2.2577 1.5972 0.097 0.618 0.157 -1.513
N 2.0241 -1.2174 0.0842 -0.303 0.485 0.124 1.990
C -1.5538 -1.4090 1.9546 -0.277 -0.166 0.325 0.708
C 2.0818 1.3818 -3.6168 -0.370 0.108 0.516 -1.663
C 5.8912 -3.3303 -1.3881 -0.017 0.001 -0.427 1.248
C -2.8423 0.5178 0.2249 -0.287 -0.251 -0.833 -1.239
H 2.1577 -1.6547 -2.0050 0.032 0.009 -0.215 0.712
H 4.1352 -4.4781 -1.1140 -0.124 0.088 -0.163 0.632
O -0.9302 2.4939 -3.1166 1.885 -0.854 0.766 -0.314
C -2.1946 -1.9427 -4.3526 0.252 -0.187 0.149 -0.801
H -2.9483 2.5764 1.6347 0.184 -0.127 0.031 0.447
C -2.2595 -0.8439 -3.5115 0.047 0.332 0.266 -1.404
H 2.7391 -1.4767 2.1172 -0.045 0.020 0.148 0.936
C 3.0150 1.0640 -1.0562 0.928 -0.056 0.342 -1.329
H 0.4661 -3.4203 -2.8962 0.043 -0.079 -0.066 0.507
C 6.7278 -4.2422 -5.1939 -0.429 -0.217 0.271 0.117
C 1.5454 0.1161 4.4745 0.028 0.400 -0.482 -0.095
N 1.6624 1.0355 -1.1832 -1.506 -0.066 -0.510 2.926
C 5.8099 -5.3875 -3.1500 0.356 -0.068 0.156 -1.422
C 0.0306 1.9754 -2.7143 -2.967 1.382 -1.076 -0.564
O -1.2676 0.2646 -1.5591 0.476 0.128 0.527 1.882
H 7.5308 -4.3659 -2.3673 0.051 -0.029 0.034 0.680
C 3.8954 1.1938 -2.0917 -0.532 0.142 -0.380 -0.791
C -2.1413 -2.5156 2.5471 0.172 0.168 -0.133 -1.105
C 5.2804 -3.4483 -6.9334 0.004 -0.321 0.698 0.350
C 2.4064 2.1736 3.6942 0.032 -0.049 0.135 -1.302
H 4.8546 -5.7764 -2.7978 -0.037 -0.069 -0.010 0.329
H 4.9521 1.2593 -1.9083 0.146 -0.059 0.179 0.771
C 1.1183 -0.1408 3.1745 0.068 -0.189 0.203 -0.568
C -1.5155 4.4824 0.5340 0.145 -0.150 -0.026 -1.046
C -0.7249 5.3631 -0.1864 0.028 -0.304 0.081 -0.898
C 2.5348 -1.7917 -1.0102 0.024 -0.106 -0.063 -1.168
H 6.6256 -5.3115 -1.2061 0.041 0.090 -0.026 0.313
N 3.5590 -2.5793 -0.6713 -1.035 0.902 -0.204 1.221
H 7.4204 -3.2764 -6.9719 0.078 0.026 -0.114 0.467
C -1.2194 -2.9062 -4.1331 -0.044 0.040 -0.007 -1.162
H -2.9809 -0.0015 2.7154 0.175 0.046 -0.040 0.624
C -1.3326 -0.7676 -2.4797 0.359 -1.015 -0.460 0.269
H -2.4396 4.8107 0.9835 -0.128 0.013 0.010 0.582
N 3.7197 -2.5333 0.6425 0.430 -0.422 1.073 -0.940
H 6.2189 -0.5915 -3.5684 0.092 0.201 -0.112 0.744
C -0.3717 -2.7247 0.5088 0.155 -0.340 -0.140 -0.496
H 2.9239 3.1079 3.8459 0.048 0.082 -0.074 0.524
C 2.8118 -1.7137 1.0772 0.079 -0.069 -0.110 -1.705
C 6.4506 -1.9575 -1.9330 -0.087 0.083 0.070 2.418
H -1.3061 0.3283 3.1851 -0.158 0.066 -0.218 0.705
N -0.6262 -1.4939 0.9785 -0.425 -0.400 0.345 1.785
H 0.3002 -2.7805 -0.3304 -0.003 -0.026 0.136 0.373
H 4.6912 -1.2814 -3.0510 -0.260 -0.001 0.032 -0.496
C 3.4123 1.2563 -3.4275 0.187 -0.129 0.156 -1.075
H 3.4932 -4.9101 -4.4702 -0.137 -0.083 0.082 0.525
H -1.0362 6.3820 -0.3522 -0.004 0.124 -0.002 0.496
C -1.1083 3.1645 0.7020 -0.356 0.367 0.165 0.799
H 4.0122 -3.3821 -2.5255 -0.056 -0.001 0.048 0.321
H 5.2183 -0.7163 -0.6285 -0.161 0.057 0.139 0.146
H -1.4993 2.3811 2.6133 -0.018 -0.123 -0.154 0.418
O 6.1416 -3.4229 -0.0014 0.140 0.009 0.393 -0.617
H 1.6355 1.5156 -4.5859 -0.017 0.070 -0.281 0.721
C 0.4879 4.8839 -0.6554 -0.125 -0.041 0.087 -1.293
C 4.3424 -3.4729 -1.4927 0.963 -0.797 -0.115 -2.262
H 4.0945 1.2358 -4.2623 0.055 0.038 -0.084 0.528
Cl 5.0662 -2.6934 -8.4558 -0.052 0.195 -0.326 -0.193
H 7.0894 -3.4990 0.1586 0.033 -0.082 -0.089 0.611
C 2.1932 1.3164 4.7636 -0.209 -0.101 -0.470 -0.435
H -0.6914 -4.8291 0.5894 0.085 -0.118 -0.069 0.586
C 1.9465 1.8435 2.4316 0.169 0.266 -0.051 -0.309
C 6.2675 -0.8835 -0.8501 0.140 -0.205 -0.087 -2.056
C 5.6261 -4.6917 -4.4585 -0.193 0.178 -0.454 0.169
C -1.9411 -0.0170 2.3592 0.028 -0.453 0.502 -1.719
H 1.1795 5.5225 -1.1809 0.088 0.047 -0.040 0.560
H -2.2513 -4.6621 2.5462 -0.041 -0.121 0.044 0.493
Mo 0.3307 0.3741 0.2802 0.628 0.075 -1.701 0.162
N -0.3680 -1.6513 -2.2888 -0.306 0.561 0.079 0.364
H -2.8956 -2.0453 -5.1667 -0.070 0.017 -0.049 0.536
C -0.3226 -2.7056 -3.0992 -0.065 -0.091 -0.184 -0.173
C 1.2075 1.4095 -2.4567 1.937 -0.542 0.002 1.184
H -3.2808 0.6971 -1.8701 0.116 0.071 0.112 0.830
C -0.9388 -3.8756 1.0237 -0.121 0.110 0.217 -1.423
C 6.5649 -3.6201 -6.4133 -0.391 0.125 -0.279 -0.942
C 5.7438 -1.5010 -3.2126 0.166 -0.184 0.211 -0.428
C 7.9547 -2.0227 -2.2423 -0.257 -0.022 0.021 -1.868
H 1.7841 3.2261 -0.7899 -0.058 -0.064 0.055 0.714
C -1.8133 -3.7856 2.0975 0.154 0.270 -0.235 -0.972
N 1.2717 0.7119 2.1440 0.328 0.216 1.081 0.765
H 8.3280 -1.0152 -2.4057 0.045 0.134 0.023 0.493
H -2.9981 -0.0780 -3.6821 -0.079 0.069 -0.027 0.537
N 0.0263 2.6657 0.1796 -0.266 -0.051 0.357 1.015
H 8.1577 -2.5796 -3.1521 0.056 -0.116 -0.053 0.424
H -2.8464 -2.3713 3.3502 -0.126 0.009 0.070 0.631
H -3.7903 0.9960 0.5032 0.139 -0.069 0.067 0.534
H 6.4512 -6.2549 -3.3369 -0.162 -0.082 0.120 0.566
H 3.3940 0.9870 -0.0411 -0.092 -0.096 -0.137 0.600
H 6.7662 -1.1708 0.0698 -0.015 0.082 0.092 0.413
C -2.4653 0.9370 -1.1869 -0.776 0.419 0.460 -1.327
H 7.7233 -4.4017 -4.8107 0.193 -0.017 0.053 0.583
H 3.1839 -3.7963 -6.6450 -0.109 0.007 -0.111 0.468
H 6.7116 0.0480 -1.1885 0.041 0.204 -0.106 0.604
C 1.2502 -0.8618 5.4634 0.071 0.078 -0.063 -0.408
C 0.8184 3.5592 -0.4449 0.312 0.355 -0.126 -0.347
H 0.6542 -1.0985 2.9725 -0.032 0.164 -0.027 1.100
H -1.1553 -3.7871 -4.7510 0.029 -0.062 -0.069 0.500
H -2.2817 2.0173 -1.2317 -0.064 -0.291 -0.134 0.431
H -3.0005 -0.5658 0.2354 0.033 0.177 0.000 0.426
C 4.3507 -4.5242 -5.0027 0.523 -0.029 0.290 0.072
H 8.5285 -2.4499 -1.4236 0.118 -0.095 0.093 0.342
C 4.1699 -3.9102 -6.2246 0.375 0.337 -0.453 -1.061
H 2.5015 1.5603 5.7679 0.087 0.002 0.090 0.601
N -1.7753 0.8566 1.1905 0.322 -0.045 -0.237 0.561
C 6.5249 -4.6051 -2.0348 -0.293 -0.020 -0.058 -1.479
H 2.1260 2.5213 1.6090 -0.069 -0.019 -0.007 0.396
N 0.9604 -1.6716 6.2154 -0.168 -0.483 0.445 -0.426
H 5.8349 -2.2460 -3.9951 -0.091 -0.013 -0.160 -0.649
```
Forces are in eV/Å.